Molecular formula: C34H31F9N7O8SiW
Method: DFT, ωB97M-V/def2-TZVPD

Values from the calculation:
LUMO level = -4.59 eV
Energy relative to the best compared isomer or geometry (same formula, charge and spin) = 22.5 kcal per mole
Frontier orbital gap = 7.074 eV
Total charge = +1
Max |F| = 2.6 eV/Å

Geometry (Å):
W: 0.31026 0.78445 0.20939
C: 3.08107 -2.15000 1.39041
C: 1.68522 -1.64098 1.18474
O: 1.50125 -0.75959 0.23238
C: 0.63784 -2.13601 1.93551
C: -0.71277 -1.79870 1.69074
C: -1.82253 -2.64236 2.21588
N: -0.96513 -0.75998 0.90978
N: -2.28569 -0.58830 0.52114
C: -2.37206 0.26299 -0.45200
O: -1.27086 0.82682 -0.91745
C: -3.66643 0.59770 -1.06085
C: -4.84211 0.59957 -0.31129
C: -6.03920 0.94651 -0.91054
C: -6.08137 1.28688 -2.25499
C: -4.91469 1.28818 -3.00421
C: -3.71182 0.94456 -2.41204
H: 3.66488 -1.99269 0.48727
H: 3.08542 -3.20142 1.66428
H: 3.54708 -1.59085 2.20200
H: 0.85374 -2.89987 2.66463
H: -1.48514 -3.27783 3.02704
H: -2.19635 -3.27034 1.40735
H: -2.65115 -2.01345 2.53181
H: -4.79523 0.33988 0.73389
H: -6.94730 0.94391 -0.32872
H: -7.02121 1.55042 -2.71552
H: -4.93733 1.54726 -4.05239
H: -2.79747 0.91869 -2.98481
O: 6.18869 3.02760 2.88643
C: 4.85607 2.97524 2.88187
O: 4.19437 3.29425 3.82083
C: 4.22946 2.53328 1.59594
C: 4.50066 2.91707 0.29068
N: 3.55877 2.36571 -0.48911
N: 2.68621 1.64579 0.21210
C: 3.07233 1.73644 1.48547
C: 2.26933 0.94916 2.48005
O: 2.72590 0.45419 3.47606
O: 1.03056 0.82411 2.06218
H: 6.60173 2.69310 2.07994
H: 5.27611 3.54185 -0.10899
H: 3.45926 2.44929 -1.49355
F: 0.42041 -2.33672 -3.49119
C: 0.12992 -1.22899 -2.83040
F: -0.20431 -1.58667 -1.56112
F: -0.96623 -0.70696 -3.35876
C: 1.28641 -0.19746 -2.75851
O: 1.07623 0.70675 -1.77203
C: 1.35504 0.55033 -4.12441
F: 2.47210 1.27874 -4.18493
F: 0.33508 1.39173 -4.24432
F: 1.33440 -0.25901 -5.17696
C: 2.63438 -0.96578 -2.54382
F: 2.47405 -2.08045 -1.83579
F: 3.47920 -0.18581 -1.86046
F: 3.24151 -1.30353 -3.67537
N: -6.52680 8.76133 3.32540
C: -5.85496 7.84477 3.19057
C: -5.03710 6.69566 3.04556
C: -4.50591 6.35068 1.80360
C: -3.70965 5.23068 1.68169
C: -3.44182 4.43013 2.79112
C: -3.98085 4.77176 4.02950
C: -4.76862 5.89814 4.15763
N: -2.61123 3.29606 2.66508
C: -2.08089 2.54695 3.68288
C: -1.28100 1.61032 3.10629
N: -1.30100 1.76856 1.73894
C: -2.12457 2.78070 1.52035
H: -4.71419 6.96123 0.93832
H: -3.29443 4.99621 0.71710
H: -3.79969 4.16644 4.90193
H: -5.17797 6.16438 5.11990
H: -2.28314 2.70868 4.72134
H: -0.69422 0.84649 3.58478
H: -2.37753 3.13863 0.54273
C: 1.53412 4.36786 -2.04944
Si: 0.10598 4.02066 -0.82921
C: -1.50510 3.85125 -1.86642
C: -0.01660 5.44057 0.46028
O: 0.38952 2.64053 -0.02364
H: 1.21049 5.04792 -2.82832
H: 1.84521 3.44924 -2.54002
H: 2.39131 4.82378 -1.56426
H: -2.16267 4.71240 -1.78666
H: -2.07292 2.96051 -1.60169
H: -1.24681 3.75230 -2.91650
H: 0.69862 6.22201 0.22623
H: 0.20778 5.09850 1.46928
H: -0.99821 5.90608 0.47280